Computed, not measured: a structure of composition C11H26IrN4O7S in a non-equilibrium geometry, with wB97M-V/def2-TZVPD.

Last column: natural (NBO) charge in e.
Positions of all 50 atoms, in Å:
O (-3.9009, -1.8920, -1.2285)  -0.430
H (-3.7657, -2.1088, -2.1921)  0.431
Ir (-0.0028, -0.4268, -0.3914)  1.243
N (-1.7341, 0.0153, 0.4170)  -0.079
N (-0.5900, 0.9738, -1.6737)  -0.090
N (0.7418, -1.5391, 1.0825)  -0.118
N (1.9370, -0.4247, -0.8537)  -0.140
O (-2.0691, -0.2377, 1.5945)  -0.337
O (0.0297, -2.1507, 2.0603)  -0.522
O (2.4296, 0.3157, -1.8696)  -0.537
O (0.1635, 1.5422, -2.5509)  -0.445
C (-1.9412, 1.2562, -1.5847)  0.107
C (-2.5675, 0.7543, -0.4217)  0.146
C (2.0610, -1.7875, 1.0316)  0.164
C (2.7438, -1.1512, -0.0697)  0.205
C (-3.9864, 1.0039, -0.0087)  -0.665
H (-4.4828, 0.0444, 0.1562)  0.253
H (-4.5510, 1.5451, -0.7806)  0.233
H (-4.0311, 1.6050, 0.9115)  0.249
C (-2.5664, 2.0314, -2.7019)  -0.661
H (-2.4924, 1.4798, -3.6527)  0.242
H (-2.0841, 3.0103, -2.8358)  0.247
H (-3.6267, 2.2180, -2.5158)  0.232
C (2.7550, -2.5189, 2.1249)  -0.677
C (4.2108, -1.1883, -0.3136)  -0.686
H (2.0563, -3.1305, 2.7070)  0.268
H (3.2536, -1.8241, 2.8264)  0.244
H (3.5355, -3.1747, 1.7070)  0.243
H (4.5299, -0.3933, -1.0021)  0.263
H (4.4945, -2.1567, -0.7564)  0.259
H (4.7622, -1.0754, 0.6303)  0.241
H (-0.8699, -1.6963, 2.1232)  0.529
H (1.6331, 0.8726, -2.2348)  0.511
C (-0.3124, -1.8736, -1.7201)  -0.802
H (-1.3636, -2.0437, -1.4799)  0.233
H (0.2124, -2.8303, -1.5763)  0.217
H (-0.2644, -1.5638, -2.7738)  0.230
O (-2.9822, -3.1081, 1.3435)  -0.934
H (-3.7349, -2.9895, 0.7254)  0.480
H (-2.2766, -3.4629, 0.7647)  0.463
C (0.3762, 3.6905, 1.4406)  -0.778
S (1.3582, 2.4627, 0.5554)  1.213
C (2.7656, 2.2601, 1.6768)  -0.790
O (0.4720, 1.2098, 0.9642)  -0.972
H (0.9525, 4.6229, 1.4098)  0.243
H (0.1951, 3.3318, 2.4651)  0.259
H (-0.5666, 3.7819, 0.8783)  0.261
H (2.4201, 1.9250, 2.6676)  0.259
H (3.4548, 1.5350, 1.2152)  0.249
H (3.2185, 3.2606, 1.7095)  0.247

- net charge = +1
- multiplicity = 5
- frontier orbital gap (spin up / spin down) (eV) = 4.95 / 6.36
- strongest force on any atom (eV/A) = 2.7
- E (eV) = -45779.4660
- HOMO energy (spin up / spin down) (eV) = -9.08 / -12.11

=====

Computed, not measured: a structure of composition C11H26LuN4O7 in a non-equilibrium geometry, with wB97M-V/def2-TZVPD.

Last column: Löwdin charge in e.
Positions of all 49 atoms, in Å:
O (-1.5733, -1.3493, -2.9650)  -0.249
H (-1.8010, -2.1019, -3.5871)  0.118
Lu (-0.4799, -0.7002, -1.1022)  1.632
N (0.6060, -1.3928, 1.2546)  -0.069
N (-1.6212, -2.0033, 0.4456)  -0.188
N (1.0060, 1.1739, -0.6670)  -0.043
N (-0.6309, 1.0672, -2.6668)  -0.094
O (1.7492, -0.8500, 1.6331)  -0.159
O (1.7932, 1.4113, 0.4306)  -0.004
O (-1.1553, 0.8006, -3.8522)  -0.037
O (-2.7783, -1.4520, 0.1843)  -0.142
C (-1.3586, -2.5414, 1.6545)  -0.235
C (-0.0734, -2.1575, 2.1408)  -0.242
C (1.0677, 2.2004, -1.5449)  -0.222
C (0.1681, 2.1359, -2.6648)  -0.228
C (0.3682, -2.3711, 3.5251)  -0.002
H (-0.2367, -1.7800, 4.2194)  0.107
H (1.4095, -2.0740, 3.6408)  0.089
H (0.2645, -3.4143, 3.8102)  0.096
C (-2.3960, -3.2431, 2.4272)  0.002
H (-2.9212, -3.9609, 1.7913)  0.104
H (-3.1431, -2.5440, 2.8228)  0.107
H (-1.9858, -3.7933, 3.2740)  0.088
C (1.9382, 3.4139, -1.3656)  0.009
C (0.1025, 3.1192, -3.7843)  0.007
H (2.5415, 3.2533, -0.4576)  0.087
H (1.2986, 4.3157, -1.2526)  0.112
H (2.6002, 3.5590, -2.2451)  0.113
H (-0.8655, 3.0418, -4.3017)  0.098
H (0.9029, 2.9389, -4.5254)  0.118
H (0.2294, 4.1324, -3.3792)  0.094
H (1.7967, 0.5022, 0.9188)  0.047
H (-1.2664, -0.4641, -3.5378)  -0.017
C (1.1655, -1.5448, -2.1038)  -0.151
H (1.1622, -2.0353, -1.1102)  0.001
H (1.8061, -0.6657, -2.3456)  0.040
H (0.9245, -2.1865, -2.9888)  0.050
O (4.0645, -2.2477, 0.4876)  -0.088
H (4.7196, -1.6094, 0.1372)  0.046
H (3.3718, -1.6913, 0.9221)  -0.003
C (-1.0669, 1.3959, 2.7232)  -0.065
C (-1.5477, 1.8800, 1.3805)  -0.238
O (-1.5957, 0.8338, 0.3679)  -0.225
H (-1.6844, 0.5782, 3.1068)  0.081
H (-1.1211, 2.2082, 3.4537)  0.092
H (-0.0200, 1.0780, 2.6971)  0.067
H (-2.5456, 2.3219, 1.4529)  0.126
H (-0.8705, 2.6362, 0.9869)  0.109
H (-2.3183, 0.1758, 0.5586)  0.061

- net charge = +1
- multiplicity = 1
- frontier orbital gap (spin up / spin down) (eV) = 3.76 / 3.08
- ΔE to the lowest compared entry with this formula, charge and spin (kcal per mole) = 0.00
- strongest force on any atom (eV/A) = 4.5
- E (eV) = -65727.9881
- HOMO energy (spin up / spin down) (eV) = -10.26 / -10.32